Computed, not measured: a structure of composition C7H13NOS, with ωB97M-V/def2-TZVPD.

Geometry as XYZ:
```
23
Properties=species:S:1:pos:R:3:forces:R:3
O -1.479003 1.829557 -0.633215 0.9 0.4 -1.8
H 0.189734 0.407916 -2.174057 0.8 -0.3 -0.5
H 2.071885 -2.014602 0.334042 0.7 -2.1 1.1
C 1.625563 -0.050329 1.057307 1.5 1.7 -3.2
H 1.069242 -0.228765 1.888905 -1.9 -1.8 2.2
C -0.343638 -0.263418 -1.519076 0.7 2.1 3.0
H 0.598736 -2.024579 -1.629078 0.0 -2.0 -0.3
C 0.379127 -1.444476 -0.777759 -0.2 2.4 0.1
H 1.627902 3.269986 0.055023 0.2 0.4 -0.2
C -2.451803 1.590721 0.342283 -2.4 1.3 2.4
H -3.553672 1.723706 -0.041019 2.1 -0.4 0.5
H -2.407122 -0.653765 0.291492 -1.3 -1.4 -0.7
C -0.840680 0.640490 -0.426223 1.5 0.4 1.8
H -1.267606 -0.514057 -1.959988 -1.0 -1.1 -1.1
N 1.089365 1.249443 0.648832 -2.9 -1.1 -1.3
S 2.156038 2.111864 -0.336042 -0.5 -0.1 -0.2
H -1.526309 0.009283 1.604589 0.1 0.1 0.3
H -2.307917 2.305351 1.265546 -0.3 -1.2 -1.8
C -1.891353 0.190695 0.604755 1.7 1.5 0.4
H 2.561569 0.285945 1.465159 1.2 -0.8 0.1
H 2.467225 -0.909311 -0.844840 0.2 0.7 -0.1
H -0.372420 -1.752974 -0.014731 0.7 -0.7 -0.8
C 1.734074 -1.131969 -0.079649 -1.8 2.1 0.1
```
Positions in Å, forces in eV/Å.

The calculation puts the gap between HOMO and LUMO at 7.65 eV. The energy above the lowest of the compared OMol25 structures with the same formula, charge and spin is 4.678 eV. The value obtained for the total energy is -21837.73363 eV. The molar mass is 159.25 g/mol. The HOMO energy is -6.870 eV.

Computed, not measured: the molecule C4H6Br2, with ωB97M-V/def2-TZVPD.

Geometry as XYZ:
```
12
Properties=species:S:1:pos:R:3:forces:R:3
H 0.098478 -2.095434 0.614942 0.0 -0.3 -0.2
H 1.678439 0.251777 -0.557259 0.0 0.0 0.1
C 0.613908 0.378377 -0.743124 0.0 -0.2 0.0
Br -2.298661 -1.087859 -1.149733 -0.5 0.2 -0.6
H -0.057824 0.950356 1.251572 -0.1 0.0 0.2
H 0.312406 -0.313249 -1.526218 0.1 0.0 0.0
H 0.438412 1.391339 -1.097498 0.0 0.1 -0.1
C -0.176362 0.149336 0.523825 -1.1 -1.5 0.3
C -0.202706 -1.219132 1.154178 3.0 -0.2 1.6
C -1.590809 -0.367489 0.450028 -1.7 2.2 -2.3
H -2.324229 -0.064534 1.174345 -0.1 -0.2 0.2
Br -0.229295 -1.400747 3.044042 0.6 -0.1 0.9
```
Positions in Å, forces in eV/Å.

The calculation puts the gap between HOMO and LUMO (spin up / spin down) at 5.09 / 7.60 eV. The energy above the lowest of the compared OMol25 structures with the same formula, charge and spin is 0.438 eV. Its spin multiplicity is 3. The value obtained for the total energy is -144324.13244 eV. The molar mass is 213.90 g/mol. The HOMO energy (spin up / spin down) is -4.252 / -10.233 eV.

Computed, not measured: a structure of composition C29H38N4O2P2Zr, with ωB97M-V/def2-TZVPD.

Geometry as XYZ:
```
76
Properties=species:S:1:pos:R:3:forces:R:3
H -1.481057 4.620237 2.874019 0.4 -0.4 0.0
C 0.998591 -4.635357 -1.633205 0.2 0.0 -0.5
H 1.286782 6.467053 1.179643 0.0 -0.6 0.1
H 6.686297 0.624350 -0.380280 -0.1 0.0 0.1
H 2.261049 -4.034709 0.041412 -0.3 0.2 0.2
O 1.064522 4.420219 1.692754 0.4 -1.1 -0.9
H -2.007995 3.934128 -4.746283 0.0 -0.1 0.2
C 4.125441 2.722611 -0.164319 0.7 0.1 -0.1
C -0.351861 -6.298858 0.509384 -0.2 -0.5 0.1
C 1.820907 5.665979 1.713137 0.5 0.8 0.7
C 0.700203 -5.265267 0.765784 0.8 0.0 -0.2
C -2.751490 3.865274 -1.511984 0.0 0.5 -0.4
H -3.169093 4.110738 -0.543886 -0.1 -0.1 -0.2
P 1.795827 1.287163 0.324317 3.1 -2.4 0.2
C 1.711091 -2.217089 2.093969 0.2 0.5 -0.4
N 3.530152 1.486722 0.122584 -1.4 0.9 -0.2
H 2.339191 -1.666259 0.013033 0.0 -0.1 0.1
H -0.160484 -6.857737 -0.415357 0.1 0.3 0.3
H -2.711006 3.532345 2.226204 0.1 0.0 -0.1
H 1.302164 0.875373 3.286605 0.5 -0.2 0.1
H -0.291539 -7.049010 1.318326 0.0 0.3 -0.4
H -3.524593 5.335740 -2.957277 0.2 -0.2 0.1
H -5.197843 0.136806 2.319782 0.2 0.0 -0.2
H -0.650393 -0.529972 -0.635190 -0.1 0.3 0.0
C -3.322672 0.953203 1.488208 -1.1 -0.6 -0.2
C 5.472395 2.527267 -0.382309 -0.8 -0.2 0.0
C -1.485157 2.720691 -2.978400 -0.2 0.6 -0.8
H -2.809012 -3.797109 0.419920 0.5 0.2 -0.1
H -5.653518 -0.673483 -0.245129 0.2 0.2 0.0
H -3.545117 0.260871 -1.712359 0.0 0.0 -0.1
C 1.326810 -1.373562 3.162340 -0.3 0.5 -0.1
H 1.055400 -1.724431 4.152227 0.0 0.3 -0.2
C -2.100880 3.744898 -3.686125 0.4 -0.8 1.3
C 1.327540 -4.552713 -0.178849 0.0 -0.8 0.5
H -0.873868 0.328055 -2.162709 0.1 -0.1 0.2
H 1.374384 1.365444 -1.988737 -0.1 -0.1 0.1
C -1.721715 3.956925 2.022203 -0.3 -0.3 -0.7
C 4.526944 0.507531 0.050658 1.0 0.2 -0.3
C -1.400265 -3.945565 -1.172595 -0.6 0.0 -0.1
C 0.901097 3.858397 0.405157 -0.7 2.9 -2.7
H 1.023029 -5.239228 1.807858 0.1 0.2 -0.2
H 6.195984 3.294491 -0.626125 -0.2 -0.1 0.1
H 1.363081 -3.745910 -2.159190 0.2 0.0 0.1
N -1.893553 2.767004 -1.644559 0.7 -0.5 1.5
H -2.438687 -6.444950 -0.020745 0.0 0.1 0.1
C -1.789441 -5.740522 0.519205 -0.1 -0.2 0.3
H -0.760530 -5.853284 -1.946845 -0.1 0.2 0.0
H -2.126896 -5.772194 1.560259 -0.1 0.2 -0.1
C -0.446689 0.418814 -1.157385 1.0 -0.4 0.0
C 1.097132 0.626866 -1.221493 0.0 0.3 -0.3
N -2.828338 1.000105 0.175683 0.8 0.4 0.2
H -0.802395 1.963116 -3.321914 0.0 0.1 -0.1
H 1.567438 -5.478260 -2.050444 -0.1 0.1 -0.1
H -1.839877 4.632507 1.160227 0.0 -0.2 0.2
H 2.818134 5.513164 1.275002 -0.5 -0.1 0.1
H -1.656409 -2.993261 -1.647558 -0.1 0.0 0.4
C -2.889382 4.482376 -2.741452 0.1 -0.7 0.7
C -0.483716 -4.799653 -2.001511 0.1 0.0 -0.3
H 1.899977 5.898740 2.771760 0.1 0.2 -0.1
C 2.036694 -1.411333 1.015902 -0.3 0.3 1.0
C 5.737823 1.122459 -0.256958 -1.8 -0.1 0.3
Zr -0.060316 2.447208 1.791538 0.8 2.3 2.3
H -2.766655 1.388079 2.311667 -0.3 0.0 -0.1
C -4.797042 -0.112848 0.113610 1.2 0.8 -0.3
H 4.285971 -0.524422 0.241523 0.2 0.1 0.0
C -4.549842 0.304747 1.464705 1.1 0.2 0.0
N 1.899894 -0.084449 1.395771 -1.0 -0.2 -0.8
P -1.336969 1.739357 -0.279769 -3.3 0.1 -3.5
H -0.594252 -4.517152 -3.059408 0.0 -0.1 0.3
H 1.742636 -3.300658 2.087917 0.0 0.4 0.1
H 3.514183 3.616446 -0.193335 0.3 -0.1 -0.1
O 1.181376 4.478223 -0.615155 -0.5 -2.3 2.9
H 1.651149 -0.296310 -1.444467 -0.3 0.2 -0.1
C 1.377386 -0.054662 2.713560 -0.2 -0.5 -0.4
C -3.734581 0.347423 -0.657032 -0.8 -0.5 0.7
C -1.993544 -4.358926 -0.047514 -0.3 -0.2 -0.6
```
Positions in Å, forces in eV/Å.

The calculation puts the gap between HOMO and LUMO at 4.77 eV. The energy above the lowest of the compared OMol25 structures with the same formula, charge and spin is 2.789 eV. Its net charge is +2. The value obtained for the total energy is -60582.58474 eV. The molar mass is 627.82 g/mol. The HOMO energy is -13.103 eV.

Computed, not measured: a structure of composition C5H5AuCl2NO5Sm, with ωB97M-V/def2-TZVPD.

Geometry as XYZ:
```
20
Properties=species:S:1:pos:R:3:forces:R:3
N -0.267297 -0.352764 4.153974 0.3 -0.4 0.2
C -3.311108 0.672793 0.034781 -6.8 0.5 3.5
C 1.210107 0.271971 -5.256290 -4.5 2.4 -5.6
O 0.549890 0.714360 -6.099546 3.1 -2.3 3.9
H -0.797428 0.819151 2.472970 0.2 -0.1 -0.2
O 0.950594 -1.721754 2.572952 0.1 -0.6 -0.8
O -0.317958 -1.240164 0.743913 0.8 0.1 0.8
C -0.868247 -0.215799 2.809820 0.5 -0.3 0.5
H 0.602653 -0.944895 3.982116 -0.8 1.2 2.0
H -0.922972 -0.841389 4.764293 0.2 -0.3 0.6
C -0.000981 -1.153167 1.951924 -2.1 0.8 -3.1
Au -1.653428 0.595403 -0.875405 2.6 -0.7 -1.2
Cl 2.110634 -2.650772 -4.196488 0.3 2.4 0.7
H -1.908726 -0.540995 2.819935 0.1 -0.2 -0.2
C 2.985944 1.954553 -4.482774 0.6 6.6 -3.2
O -4.323846 0.733099 0.591301 5.0 -0.3 -2.7
Cl 0.453662 0.582595 -2.133226 -1.4 0.3 1.0
H -0.066971 0.561316 4.555017 0.4 0.1 0.5
Sm 2.581678 -0.231053 -3.401984 1.3 -4.3 0.7
O 2.993798 2.987511 -5.007282 0.0 -5.0 2.6
```
Positions in Å, forces in eV/Å.

The calculation puts the gap between HOMO and LUMO (spin up / spin down) at 7.32 / 2.84 eV. The energy above the lowest of the compared OMol25 structures with the same formula, charge and spin is 0.000 eV. Its spin multiplicity is 8. Its net charge is +4. The value obtained for the total energy is -63584.38746 eV. The molar mass is 577.33 g/mol. The HOMO energy (spin up / spin down) is -22.528 / -22.531 eV.

Computed, not measured: a structure of composition C16H30MnN3, with ωB97M-V/def2-TZVPD.

Geometry as XYZ:
```
50
Properties=species:S:1:pos:R:3:forces:R:3
C 0.976835 1.940385 -0.468293 0.1 0.5 0.0
C 1.852202 1.394624 0.507478 0.2 0.1 0.0
H -3.222022 -1.981647 0.575701 0.0 0.0 0.0
Mn 0.269147 -0.089989 0.016194 -0.7 -1.0 -0.4
H 3.712465 1.435245 -0.585605 0.0 0.0 0.0
N 0.170714 -1.960337 0.958635 0.0 -0.1 0.0
C -2.208265 -2.010548 0.177149 0.0 0.0 -0.1
N 0.508745 -1.208968 -1.776542 0.1 0.0 -0.1
H -1.343820 -3.265879 1.696775 0.0 0.0 0.0
C -1.399161 1.709418 2.429252 0.0 -0.1 0.0
H 2.290660 1.398634 3.354645 0.0 0.0 0.0
H 3.864941 1.728211 1.138676 0.0 0.0 0.0
H -1.949276 3.539569 0.257528 0.0 0.0 0.0
C -1.953343 -0.908978 -2.055279 0.0 0.0 0.0
C -0.295015 1.636106 1.421490 0.1 0.1 0.4
C -0.568568 -0.781455 -2.711236 0.1 0.0 0.1
H -2.600616 -0.140638 -2.474602 0.0 0.0 0.0
H -0.362169 0.255792 -2.971224 0.0 0.0 0.0
H -2.553010 -0.048379 -0.295046 0.0 0.0 0.0
H 0.704265 -1.990137 1.822924 0.0 0.0 0.0
C 1.619844 0.635989 2.951481 -0.1 -0.1 0.0
H -1.529019 2.746447 2.747389 0.0 0.0 0.0
C 1.069309 1.123544 1.650797 0.1 0.4 0.4
C -0.344002 2.141840 0.143858 0.1 0.2 -0.3
H 0.566439 -3.954098 0.286394 0.0 0.0 0.0
H 3.601092 0.097647 0.557044 0.0 0.0 0.0
H -2.357089 1.382969 2.019992 0.0 0.0 0.0
C -1.245417 -2.242370 1.331344 0.1 0.0 0.0
H -0.539175 -1.361670 -3.634011 0.0 0.0 0.0
C -1.496820 2.872346 -0.475915 0.0 -0.1 -0.1
H -1.174404 3.477304 -1.321542 0.0 0.0 0.0
H -2.413827 -1.862155 -2.310284 0.0 0.0 0.0
C 0.820152 -2.926666 0.018382 -0.1 0.1 0.1
H -1.479188 -1.572487 2.159096 0.0 0.0 0.0
H -2.183230 -2.851661 -0.511270 0.0 0.0 0.0
H 0.592844 2.366300 -2.550730 0.0 0.0 0.0
H -1.191798 1.120867 3.321384 0.0 0.0 0.0
H 2.218747 -0.271377 2.842086 0.0 0.0 0.0
H 0.843533 0.452608 3.692119 0.0 0.0 0.0
N -1.897154 -0.766450 -0.577276 0.1 0.1 0.1
H 1.895115 -2.811895 0.156625 0.1 0.0 0.0
C 0.465078 -2.666314 -1.441678 0.0 0.1 0.0
H -2.291686 2.210711 -0.833832 0.0 0.0 0.0
H 1.399675 -0.999207 -2.217959 0.0 0.0 0.0
H 2.295197 2.059162 -2.173544 0.0 0.0 0.0
C 1.370634 2.493196 -1.797103 0.0 -0.1 0.0
C 3.329720 1.141644 0.389574 -0.1 0.1 0.0
H 1.155871 -3.219035 -2.076621 0.0 0.0 0.0
H 1.532799 3.569130 -1.687626 0.0 0.0 0.0
H -0.527950 -3.037349 -1.676796 0.0 0.0 0.0
```
Positions in Å, forces in eV/Å.

The calculation puts the gap between HOMO and LUMO (spin up / spin down) at 6.64 / 9.33 eV. The energy above the lowest of the compared OMol25 structures with the same formula, charge and spin is 0.000 eV. Its spin multiplicity is 5. Its net charge is +2. The value obtained for the total energy is -52855.95173 eV. The molar mass is 319.37 g/mol. The HOMO energy (spin up / spin down) is -14.559 / -15.786 eV.

Computed, not measured: the molecule C4H6N2O2, with ωB97M-V/def2-TZVPD.

Geometry as XYZ:
```
14
Properties=species:S:1:pos:R:3:forces:R:3
C -0.486762 2.298721 0.242760 -0.7 0.5 -0.1
H 1.482511 -1.246663 -1.981794 -1.5 1.2 1.7
H -1.551252 2.483178 0.527668 0.5 1.1 0.1
N -1.405392 0.263548 0.671574 1.7 0.7 -1.4
C -0.371112 0.866913 0.125137 -0.7 -2.5 0.6
H -2.251979 -1.340632 1.050109 2.4 0.2 -1.3
N 0.850335 0.372745 -0.400711 -1.4 -1.7 -0.2
H 0.705233 -1.405113 1.118308 0.5 1.0 -1.1
H -0.257729 -1.442593 -1.322872 0.3 0.7 0.2
O -1.358688 -1.124927 0.581528 -3.2 0.0 1.7
H 2.292230 -0.895283 0.262898 0.4 -0.4 0.6
C 1.220474 -0.907429 0.255837 0.7 -0.7 -0.3
O 0.417551 3.050449 0.009446 -0.4 0.5 0.2
C 0.714579 -0.972913 -1.139889 1.3 -0.8 -0.7
```
Positions in Å, forces in eV/Å.

The calculation puts the gap between HOMO and LUMO at 9.99 eV. The energy above the lowest of the compared OMol25 structures with the same formula, charge and spin is 5.042 eV. The value obtained for the total energy is -11316.00010 eV. As for the structure (SMILES): O=C/C(=N/O)N1CC1. The molar mass is 114.10 g/mol. The HOMO energy is -9.910 eV.

Question: Which value of total energy does entry 4 give?
Answer: -63584.38746 eV